No. 1
ORCA calculation (ωB97M-V/def2-TZVPD) on a 3-piece molecular cluster, C18H20BF16O2 overall at a distorted geometry.

Calculated values
- HOMO energy (eV) = -4.59
- orbital gap (eV) = 6.58
- total charge = -1
- largest force on an atom (eV Å⁻¹) = 4.0
- LUMO level (eV) = 1.99

Geometry as XYZ:
```
57
Properties=species:S:1:pos:R:3:nbo_charge:R:1
B 2.8165 2.2384 4.1757 -0.387
C 1.5812 1.2408 3.6430 -0.650
C 1.9052 0.9508 2.1323 0.092
C 2.1939 -0.3891 1.6205 -0.278
C 2.5249 -0.5487 0.2135 -0.214
C 2.5477 0.5923 -0.7135 -0.358
C 2.2577 1.9023 -0.1441 0.108
C 2.3141 3.1673 -1.0859 -0.660
C 1.9193 2.1421 1.2512 -0.311
H 2.6926 2.4246 5.3586 -0.063
H 2.8137 3.2889 3.5729 -0.076
H 3.8800 1.7030 3.9765 -0.061
H 0.5975 1.7778 3.6958 0.188
H 1.6119 0.2813 4.2199 0.195
H 2.1676 -1.2828 2.2880 0.214
H 2.7829 -1.5356 -0.2320 0.196
H 2.7788 0.4653 -1.7964 0.202
H 2.1278 2.8558 -2.1490 0.200
H 1.5375 3.9153 -0.7671 0.213
H 3.3444 3.6002 -0.9564 0.216
H 1.6897 3.1508 1.6558 0.239
C -3.3342 0.9958 1.4586 -0.144
C -2.9539 2.0760 0.4281 0.596
C -2.0325 3.1846 0.9314 0.506
F -2.5954 3.9047 1.9245 -0.324
F -1.7608 4.0623 -0.0698 -0.329
F -4.0875 2.5949 -0.1087 -0.322
F -2.3114 1.4400 -0.5912 -0.322
O -4.6088 1.1317 2.0906 -0.513
C -4.6898 1.9292 3.2333 0.846
C -5.6320 3.1183 3.0382 0.504
F -5.2068 3.9222 2.0423 -0.315
F -5.6832 3.8734 4.1628 -0.325
F -3.4624 2.3007 3.6294 -0.307
F -5.1790 1.1333 4.2144 -0.325
H -3.4182 0.0643 0.8959 0.227
H -2.5371 0.8119 2.1813 0.226
H -1.0806 2.7766 1.2863 0.173
H -6.6417 2.7786 2.7973 0.146
C 0.6189 -4.0156 -4.9125 -0.138
C 1.9625 -4.7546 -4.7571 0.595
C 1.9445 -6.0044 -3.8775 0.520
F 1.6111 -5.7257 -2.6039 -0.314
F 3.1809 -6.5648 -3.8399 -0.326
F 2.9008 -3.8811 -4.3307 -0.306
F 2.3475 -5.1419 -6.0101 -0.332
O 0.4181 -2.8700 -4.0921 -0.505
C -0.0997 -3.0699 -2.8068 0.846
C 0.8661 -2.6048 -1.7169 0.490
F 2.0308 -3.2910 -1.7712 -0.324
F 0.3391 -2.8211 -0.4911 -0.316
F -0.4779 -4.3559 -2.6562 -0.325
F -1.2317 -2.3356 -2.7412 -0.318
H 0.6162 -3.6150 -5.9281 0.226
H -0.2350 -4.6950 -4.8800 0.206
H 1.2488 -6.7525 -4.2688 0.137
H 1.0895 -1.5404 -1.8204 0.183
```



No. 2
ORCA calculation (ωB97M-V/def2-TZVPD) on C27H57Br2GaI2NOP as an isolated structure at a distorted geometry.

Calculated values
- ΔE to the lowest compared entry with this formula, charge and spin (kcal per mole) = 181.45
- HOMO energy (eV) = -6.27
- orbital gap (eV) = 5.43
- largest force on an atom (eV Å⁻¹) = 2.8
- LUMO level (eV) = -0.83

Geometry as XYZ:
```
92
Properties=species:S:1:pos:R:3:lowdin_charge:R:1
C -1.7708 3.2206 -1.4488 -0.226
C -2.5764 1.7647 -1.2909 -0.505
P -1.7903 0.9001 0.2269 0.726
C -2.9245 1.4543 1.7104 -0.382
Ga -1.8320 -1.4413 0.0281 0.106
C -2.0489 -2.1658 1.9966 -0.302
C -3.6126 -1.9986 2.4614 -0.280
C -3.8302 -1.5434 4.0212 -0.226
C -2.9495 -2.4076 5.1172 -0.227
C -2.8825 -4.0202 4.7489 -0.212
C -2.3905 -4.9332 6.0615 -0.206
C -0.9000 -4.2972 6.4710 -0.173
C -0.0481 -5.3793 7.4069 -0.217
O 1.0581 -5.8768 6.5721 -0.269
C 2.3711 -5.6747 7.2043 -0.131
C -3.5061 -2.1642 -1.0015 -0.714
Br -3.2872 -1.6844 -2.9446 0.564
C -3.5348 -3.7924 -0.7394 -0.749
C -3.1148 -4.6782 -2.0716 -0.232
Br -5.3560 -4.4423 -0.1011 0.536
C -0.1553 -2.2386 -0.9214 -0.811
I 0.7922 -3.8863 0.2285 0.633
C 0.9458 -1.1121 -1.3765 -0.821
C 0.4139 -0.4140 -2.7905 -0.200
I 2.8272 -2.1657 -1.8906 0.596
H -1.8020 3.7380 -0.3766 0.071
H -0.6473 2.9331 -1.6323 0.015
H -2.2388 3.9152 -2.2662 0.068
H -3.7022 2.0631 -1.0378 0.083
H -2.5325 1.1370 -2.2879 0.034
H -2.8673 2.6447 1.7549 0.036
H -4.0486 1.2237 1.3835 0.047
H -2.6278 0.9453 2.7227 0.026
H -1.3974 -1.4719 2.7042 0.067
H -1.6481 -3.2653 1.9860 -0.005
H -4.0910 -1.1457 1.7900 0.078
H -4.1666 -2.9996 2.2130 0.068
H -3.5461 -0.3987 4.2048 0.095
H -4.9742 -1.6209 4.3461 0.111
H -1.8718 -1.9007 5.1321 0.108
H -3.4246 -2.2861 6.1940 0.110
H -2.0000 -4.1499 3.9567 0.101
H -3.8686 -4.4284 4.2587 0.115
H -3.1440 -4.8910 6.9559 0.108
H -2.2430 -6.0187 5.6395 0.112
H -0.2960 -4.1522 5.4592 0.128
H -1.0085 -3.2776 7.0554 0.108
H 0.2788 -4.7955 8.3676 0.116
H -0.7905 -6.2575 7.6445 0.122
H 3.1356 -5.4099 6.3283 0.106
H 2.6452 -6.7045 7.7362 0.104
H 2.4222 -4.7880 7.9672 0.089
H -4.5182 -1.7202 -0.6022 0.048
H -2.7674 -4.1144 0.1136 0.080
H -3.9040 -4.5660 -2.9459 0.068
H -2.0344 -4.4378 -2.4672 0.066
H -3.1094 -5.8342 -1.7816 0.085
H -0.5522 -2.7609 -1.9171 0.019
H 1.0808 -0.3156 -0.5206 0.073
H 1.3728 -0.1572 -3.4385 0.034
H -0.1619 0.5614 -2.4590 0.055
H -0.3440 -1.1221 -3.3496 0.058
C 5.9551 4.4554 -5.8953 -0.103
C 5.1793 5.7323 -5.6316 -0.236
C 4.5040 5.8641 -4.2622 -0.114
N 3.3679 4.8555 -3.9262 -0.224
C 2.5469 5.5098 -2.7850 -0.099
C 1.5061 4.5682 -2.1921 -0.183
C 2.1260 3.2651 -1.7179 -0.185
C 2.9194 2.6019 -2.8308 -0.164
C 3.9707 3.5352 -3.4196 -0.095
C 2.4711 4.6408 -5.1452 0.038
H 5.2920 3.6185 -6.1243 0.063
H 6.6025 4.5882 -6.7700 0.086
H 6.5912 4.1888 -5.0454 0.087
H 4.4581 5.8980 -6.4394 0.108
H 5.8928 6.5634 -5.7086 0.124
H 4.0492 6.8621 -4.2170 0.129
H 5.2422 5.8034 -3.4533 0.135
H 3.2645 5.8138 -2.0130 0.140
H 2.0682 6.4063 -3.1956 0.134
H 1.0173 5.0641 -1.3451 0.133
H 0.7126 4.3612 -2.9184 0.105
H 1.3421 2.5866 -1.3635 0.096
H 2.7862 3.4628 -0.8644 0.129
H 2.2397 2.2489 -3.6152 0.111
H 3.4177 1.7095 -2.4340 0.127
H 4.4705 3.0425 -4.2534 0.115
H 4.7165 3.7908 -2.6575 0.142
H 3.0375 4.1115 -5.9138 0.102
H 2.1426 5.6194 -5.5061 0.117
H 1.6056 4.0380 -4.8657 0.100
```